No. 1
Density functional theory data (the ωB97M-V functional and the def2-TZVPD basis) for a molecular structure, C48H54As2ClKN2O14S2.

```
124
Properties=species:S:1:pos:R:3:forces:R:3:lowdin_charge:R:1
K -0.10967 0.13255 -0.45544 -0.5172 -0.2926 -0.3226 0.704
S -3.99193 0.68591 -4.24800 -0.0518 0.0389 -0.0703 1.061
C -4.24625 1.94228 -3.08202 0.0378 -0.0270 0.0147 -0.484
C -5.17679 2.97737 -3.07824 0.0029 -0.0084 -0.0173 -0.111
C -5.19114 3.83453 -1.99308 -0.0080 0.0016 0.0139 -0.100
C -4.29320 3.66731 -0.93314 -0.0168 -0.0449 -0.0109 -0.080
C -3.35377 2.65393 -0.94707 -0.0279 0.0253 0.0116 0.018
C -3.33426 1.77596 -2.03224 0.0836 0.0357 0.0138 -0.293
N -2.47718 0.69251 -2.16183 -0.0512 -0.2436 0.0366 0.081
C -2.69838 0.01748 -3.24080 0.1305 0.1018 0.1211 -0.513
C -1.99207 -1.21721 -3.65783 -0.0963 -0.1870 -0.0382 -0.282
C -2.57658 -1.96491 -4.69434 0.0149 -0.0293 0.0197 -0.113
C -1.98097 -3.12908 -5.14701 -0.0150 0.0564 0.0249 -0.134
C -0.79165 -3.53867 -4.55282 0.0271 0.0134 0.0446 -0.129
C -0.24039 -2.78819 -3.52088 -0.0321 -0.1125 0.0344 -0.160
C -0.79953 -1.60406 -3.00373 0.1279 0.3569 -0.0554 -0.086
H -5.87219 3.10630 -3.89871 0.0039 -0.0064 -0.0026 0.095
H -5.89899 4.65376 -1.96058 -0.0005 -0.0112 -0.0118 0.084
H -4.32925 4.34119 -0.08791 -0.0159 -0.0445 -0.0203 0.078
H -2.65954 2.53005 -0.12372 0.0036 -0.0141 -0.0176 0.101
H -3.50943 -1.64909 -5.15302 -0.0016 0.0125 0.0126 0.057
H -2.43605 -3.70094 -5.94811 0.0086 -0.0061 0.0033 0.081
H -0.29488 -4.44389 -4.89328 -0.0206 0.0004 -0.0162 0.082
H 0.68166 -3.16859 -3.08381 0.0096 0.0285 0.0200 0.059
O 0.97711 -0.31480 2.32534 -0.2252 -0.0692 -0.2188 -0.113
H 0.21208 -0.82820 2.02766 -0.0517 0.0851 0.0253 -0.006
H 0.86319 0.58762 1.96312 -0.1792 -0.0012 -0.0111 0.003
O 1.71143 0.04632 -2.43160 -0.0813 -0.0689 -0.0253 -0.167
H 1.44686 0.96323 -2.24533 0.0285 -0.0132 -0.1852 -0.004
H 0.86648 -0.43700 -2.63444 0.1178 0.0586 -0.2001 -0.037
C -3.28177 -5.09245 0.65990 0.0360 0.0083 0.0025 -0.143
C -2.36989 -4.01500 1.22808 -0.0712 -0.0516 -0.0297 -0.394
S -2.01810 -2.71372 0.02273 0.0793 -0.1391 -0.0115 0.923
O -1.24542 -1.70492 0.81634 -0.0039 -0.2248 0.3831 -0.633
C -3.65829 -1.99223 -0.16974 -0.0412 0.0035 -0.1065 -0.364
C -4.32719 -1.58501 1.13033 0.0435 0.0258 -0.0092 -0.122
H -3.29138 -5.97038 1.30722 -0.0045 -0.0067 0.0016 0.070
H -2.94556 -5.40487 -0.33179 -0.0064 -0.0069 0.0118 0.074
H -4.30756 -4.73365 0.56880 0.0027 0.0017 -0.0089 0.063
H -1.37673 -4.40410 1.46751 -0.0359 0.0024 -0.0282 0.072
H -2.76591 -3.55028 2.13070 -0.0103 0.0389 0.0015 0.086
H -4.24179 -2.69165 -0.77475 -0.0123 -0.0035 0.0320 0.091
H -3.44330 -1.12683 -0.80389 0.0066 -0.0151 0.0361 0.067
H -4.73290 -2.44488 1.66663 -0.0015 0.0032 0.0206 0.062
H -5.14730 -0.89657 0.92716 -0.0106 -0.0010 -0.0125 0.080
H -3.61904 -1.06200 1.77538 -0.0107 -0.0134 -0.0080 0.064
C 3.20087 0.62885 3.48942 0.2677 -0.0205 0.0138 -0.037
O 3.73375 1.09187 2.23255 0.0489 -0.0839 -0.0866 0.000
C 3.77028 0.32997 1.13763 -0.2529 0.0768 0.1475 -0.552
O 3.77388 0.83777 0.04600 0.0254 0.0020 -0.0966 0.112
C 3.90209 -1.16979 1.24750 0.3361 0.0352 0.0750 -0.296
C 4.99428 -1.68901 1.81559 -0.1798 0.2027 -0.0269 -0.351
As 5.35951 -3.55031 2.23804 0.1970 -0.0385 0.0797 1.330
C 6.92014 -3.84450 1.06650 0.0525 0.0281 0.0451 -0.288
C 4.03511 -4.45366 1.15203 0.1204 -0.1747 0.2143 -0.327
C 2.93823 -3.93147 0.62132 -0.2094 0.1434 -0.0981 -0.276
As 2.56658 -2.06218 0.09951 -0.1417 0.1788 0.0530 1.374
C 3.74210 -2.15414 -1.47122 -0.1065 0.0403 -0.0236 -0.253
C 1.82847 -4.79548 0.14754 -0.3708 -0.1946 -0.4380 -0.521
O 1.14899 -4.54423 -0.82076 0.3402 -0.2141 0.4273 0.092
O 1.60885 -5.86402 0.95448 -0.1598 0.2679 -0.1361 -0.050
C 0.57270 -6.73875 0.50532 0.0170 0.0199 -0.0022 -0.033
C 4.28133 -5.92168 1.15457 -0.0287 -0.3501 -0.0957 -0.555
O 4.68847 -6.56920 2.08850 -0.0014 0.1425 -0.0855 0.082
O 4.08674 -6.45218 -0.07382 0.1517 0.0235 0.1187 -0.046
C 4.26717 -7.86657 -0.14572 -0.0266 0.0525 0.0125 -0.044
C 6.05465 -0.82947 2.45267 -0.0370 0.2268 -0.0957 -0.558
O 6.29065 -0.85339 3.63167 -0.0292 -0.1105 0.0749 0.093
O 6.81156 -0.04932 1.65755 -0.0292 -0.1218 0.0541 -0.013
C 6.70129 -0.06065 0.22654 0.0360 0.0227 -0.0376 -0.030
H 3.93938 0.84926 4.25390 0.0932 0.0424 0.0248 0.092
H 2.97764 -0.43239 3.46346 0.0567 0.0449 0.0405 0.080
H 2.27950 1.17856 3.66084 0.0819 -0.0206 0.0686 0.093
H 7.74606 -3.24148 1.44518 0.0039 0.0020 -0.0169 0.023
H 6.72623 -3.59266 0.02576 -0.0506 0.0233 0.0080 0.020
H 7.20256 -4.89469 1.14416 -0.0124 0.0087 0.0002 0.017
H 4.69470 -2.62005 -1.22093 0.0176 0.0166 0.0018 0.015
H 3.84841 -1.12769 -1.81772 0.0363 -0.0261 -0.0280 0.016
H 3.22210 -2.72876 -2.23777 0.0055 -0.0060 0.0116 0.030
H 0.36064 -7.39884 1.34126 -0.0093 -0.0300 -0.0048 0.095
H 0.91078 -7.30907 -0.36060 0.0142 -0.0079 -0.0091 0.098
H -0.31284 -6.17501 0.21817 -0.0199 0.0120 0.0235 0.077
H 4.10372 -8.13337 -1.18546 -0.0016 0.0052 -0.0132 0.093
H 3.54584 -8.37107 0.49668 -0.0068 -0.0133 0.0146 0.095
H 5.27172 -8.14304 0.16956 0.0167 -0.0081 0.0029 0.091
H 6.06875 0.76086 -0.09909 0.0555 -0.0283 -0.0210 0.088
H 6.28601 -0.99631 -0.14295 0.0179 0.0145 0.0076 0.076
H 7.71326 0.06736 -0.14948 0.0291 0.0017 -0.0004 0.093
C -0.16048 6.00986 -3.38159 -0.0114 -0.0149 -0.0129 -0.035
C -0.95627 6.09365 -2.11125 -0.0270 0.0416 -0.0171 -0.194
C -2.22891 6.64046 -2.07710 0.0423 -0.0417 0.0089 -0.076
C -2.94480 6.66711 -0.89041 -0.0127 0.0341 0.0117 -0.668
Cl -4.55968 7.34755 -0.88908 -0.0089 0.0175 0.0056 0.624
C -2.43304 6.12626 0.26958 0.0736 0.0134 -0.0703 -0.098
C -1.16100 5.56525 0.24314 -0.0860 -0.0006 0.0981 0.027
C -0.41442 5.58139 -0.92632 0.0921 -0.0244 -0.0619 -0.226
O 0.87290 5.14447 -1.01643 -0.0357 0.0553 0.0691 -0.037
C 1.30513 4.22879 -0.02510 -0.0340 -0.0515 0.0320 -0.093
C 0.67403 2.83444 -0.17482 0.3945 0.2135 0.3901 -0.664
O 0.32902 2.47713 -1.31783 0.0505 0.1642 0.0301 -0.081
O 0.64073 2.16636 0.89779 0.1049 0.1100 -0.0796 -0.125
H -0.79348 6.21854 -4.24496 0.0039 0.0141 0.0051 0.071
H 0.26958 5.01288 -3.48399 -0.0179 0.0010 -0.0107 0.085
H 0.67162 6.71868 -3.38153 0.0053 -0.0041 0.0184 0.080
H -2.67474 7.02762 -2.98501 -0.0054 0.0033 0.0000 0.104
H -3.00397 6.11108 1.18898 -0.0062 0.0154 -0.0083 0.090
H -0.79865 5.11179 1.15521 0.0253 0.0100 -0.0397 0.100
H 1.13672 4.59818 0.98712 0.0088 0.0464 -0.0259 0.115
H 2.38073 4.11909 -0.16749 -0.0001 -0.0362 -0.0312 0.134
C -2.73338 1.80498 2.46195 -0.1957 0.1054 -0.1127 -0.037
C -2.89207 3.10038 2.86233 0.1382 -0.0661 0.0328 -0.353
C -4.15135 3.81495 2.75898 -0.0679 0.0169 0.0054 -0.096
C -4.31345 5.08890 3.21573 0.0274 -0.0173 0.0268 -0.108
C -3.24580 5.82044 3.79661 0.0218 -0.0824 -0.0099 -0.318
C -1.98714 5.16324 3.87018 -0.0224 -0.0429 0.0002 -0.094
C -1.81021 3.88696 3.42911 0.0001 0.0568 0.0281 -0.086
C -3.43096 7.12522 4.30074 -0.0212 0.0557 0.0214 -0.279
N -3.58820 8.19432 4.72424 0.0077 -0.0260 -0.0088 0.062
H -3.55834 1.30157 1.96773 0.0382 -0.0849 0.0821 0.021
H -1.78012 1.29522 2.52744 0.0091 0.0432 -0.0108 0.029
H -4.99976 3.29583 2.32340 0.0166 -0.0065 -0.0108 0.093
H -5.28494 5.56458 3.12614 0.0023 0.0209 0.0061 0.103
H -1.14112 5.69949 4.28837 -0.0156 0.0267 0.0038 0.102
H -0.82885 3.42812 3.49209 -0.0065 -0.0078 -0.0168 0.096
```
Forces are in eV/Å.

LUMO: 0.1066 hartree
relative energy (zero: lowest compared OMol25 entry of this formula, charge and spin): 275.1 kJ/mol
total charge: -2
E_HOMO: -0.0322 hartree
gap between HOMO and LUMO: 3.777 eV



No. 2
Density functional theory data (the ωB97M-V functional and the def2-TZVPD basis) for a molecular structure, C25H23N10O7PS5Ti.

```
72
Properties=species:S:1:pos:R:3:forces:R:3:lowdin_spin:R:1
Ti 2.47607 -1.33931 1.03373 0.2924 -0.8690 -0.0279 0.932
C -2.38083 1.49585 0.60057 -0.0094 0.0796 -0.0427 0.000
N -1.36487 0.50203 0.30259 0.0345 -0.0202 0.0606 0.003
C -1.32190 -0.26548 -0.82297 -0.0209 -0.0535 -0.0209 -0.001
C -0.14503 -0.95497 -0.78558 -0.0207 0.0039 0.0028 0.005
N 0.52788 -0.60740 0.34864 -0.0550 0.1443 -0.0500 0.011
C -0.21928 0.28209 0.98684 0.0806 0.0988 -0.1150 0.006
P 0.34980 1.29927 2.38163 -0.0542 -0.0466 -0.0935 0.001
C 0.97024 -0.02198 3.48632 0.0185 0.0327 0.1322 0.004
N 1.73407 -1.03498 3.12426 0.2078 0.2144 -0.1747 0.010
C 2.14466 -1.66558 4.26046 -0.0894 -0.1036 -0.0308 0.003
C 1.61340 -1.02487 5.33898 -0.0541 -0.0556 -0.0103 0.000
N 0.86941 0.01617 4.84143 -0.0534 -0.0184 -0.0034 0.002
C 0.14217 0.97605 5.65055 -0.0007 -0.0021 0.0024 0.000
C 1.99369 1.72107 1.72403 0.1653 0.0400 0.0882 0.001
N 2.86626 0.83828 1.25768 -0.1650 -0.0563 -0.2137 0.000
C 3.94940 1.53692 0.80555 0.0396 -0.0095 0.0737 0.001
C 3.73139 2.86365 1.03621 0.0534 -0.0110 0.0438 0.000
N 2.50534 2.96770 1.63704 -0.0974 -0.0175 -0.1133 0.000
C 1.84541 4.21126 2.00740 0.0156 -0.0098 -0.0469 0.000
H -3.15973 1.42427 -0.15418 -0.0055 -0.0242 0.0121 0.000
H -2.81633 1.31763 1.58255 0.0146 -0.0020 0.0013 0.000
H -1.93435 2.48910 0.54609 0.0118 0.0100 0.0035 0.000
H -2.11372 -0.23918 -1.54957 -0.0148 -0.0118 -0.0196 0.000
H 0.26261 -1.65999 -1.49090 -0.0184 -0.0120 0.0119 0.000
H 2.77892 -2.53478 4.21921 0.0205 0.0177 -0.0019 0.000
H 1.68495 -1.21630 6.39525 0.0125 0.0098 0.0028 0.000
H -0.58115 0.46168 6.28188 0.0021 -0.0006 0.0024 0.000
H 0.83218 1.53776 6.27898 0.0002 0.0020 -0.0004 0.000
H -0.38556 1.66675 4.99875 -0.0016 -0.0008 -0.0015 0.000
H 4.79552 1.02824 0.36830 -0.0027 0.0104 -0.0203 0.000
H 4.32785 3.73259 0.82346 0.0055 -0.0006 0.0018 0.000
H 2.57995 5.01100 1.95840 0.0045 -0.0091 0.0118 0.000
H 1.03789 4.42030 1.30678 -0.0307 0.0040 0.0010 0.000
H 1.46405 4.14235 3.02494 -0.0112 0.0002 -0.0108 0.000
O -1.63553 -5.64901 -0.83143 0.1449 -0.0717 0.0112 0.000
C -2.35140 -5.41519 0.24765 -0.0234 -0.0376 0.0974 0.000
O -3.43860 -5.91810 0.42651 -0.0001 0.0508 -0.0365 0.000
C -1.78390 -4.49406 1.27753 0.0220 0.0618 -0.0877 0.000
C -2.50906 -4.14921 2.39036 0.0132 -0.0473 0.0333 0.000
N -1.73494 -3.31921 3.11113 -0.0085 0.0020 -0.0035 0.000
N -0.54225 -3.08920 2.55204 -0.0091 0.0000 -0.0176 0.000
C -0.55192 -3.79147 1.42913 0.0165 -0.0417 0.0259 0.000
C 0.63182 -3.74436 0.50253 -0.0475 0.0134 0.1071 0.000
O 0.53278 -4.27331 -0.60282 0.0087 -0.1204 0.0150 -0.001
O 1.67233 -3.14032 0.92879 -0.0446 0.3981 0.0896 -0.004
H -0.74632 -5.17704 -0.78412 -0.1473 0.1388 -0.0868 0.000
H -3.49762 -4.45149 2.68953 -0.0006 0.0002 -0.0011 0.000
H -1.95221 -2.88562 3.99005 0.0042 -0.0022 0.0027 0.000
S -3.83944 4.70717 -4.49486 -0.0688 0.0308 -0.0115 0.000
C -2.53107 3.99242 -3.75407 0.1204 -0.0062 0.0231 0.000
S -1.78986 4.62637 -2.31769 0.0093 -0.0937 0.0243 0.000
C -0.68899 3.24832 -2.22240 -0.2140 0.0574 -0.0225 0.000
N -0.86657 2.42233 -3.20617 0.0384 -0.0363 0.0073 0.000
N -1.86131 2.86210 -4.07020 -0.0484 0.0311 0.0141 0.000
C -2.12183 2.00337 -5.17782 0.0080 -0.0307 -0.0137 0.000
C -1.97052 0.63236 -5.00486 0.0134 -0.0052 0.0176 0.000
C -2.20031 -0.22657 -6.06667 0.0028 0.0091 -0.0068 0.000
C -2.57524 0.27593 -7.30438 -0.0091 0.0109 -0.0068 0.000
C -2.70296 1.64647 -7.47441 0.0007 -0.0186 -0.0035 0.000
C -2.47324 2.51601 -6.41904 -0.0011 0.0234 0.0036 0.000
S 0.42199 3.10290 -0.94032 0.1435 0.0043 0.1726 0.000
H -1.64047 0.25607 -4.04859 -0.0021 -0.0035 0.0338 0.000
H -2.07637 -1.29241 -5.92509 -0.0017 0.0005 0.0034 0.000
H -2.75423 -0.39626 -8.13357 -0.0022 -0.0002 -0.0035 0.000
H -2.97794 2.05031 -8.44042 -0.0004 0.0024 -0.0013 0.000
H -2.57074 3.58169 -6.55211 0.0013 -0.0078 -0.0036 0.000
O 5.94339 -0.95610 -0.08565 -0.0237 0.0067 0.0216 0.001
S 4.88214 -1.92473 0.06710 -0.0443 0.1869 0.0925 0.009
O 3.59538 -1.40244 -0.61804 -0.0130 0.0891 0.0605 0.009
O 4.34036 -1.88500 1.52390 -0.1428 0.1167 0.0187 0.004
S 5.30430 -3.71991 -0.46680 0.0311 -0.0450 -0.0239 0.003
```
Forces are in eV/Å.

LUMO (alpha / beta): 0.0486 / 0.0486 hartree
relative energy (zero: lowest compared OMol25 entry of this formula, charge and spin): 42.1 kJ/mol
2S+1: 2
total charge: -1
E_HOMO (alpha / beta): -0.1875 / -0.1875 hartree
gap between HOMO and LUMO (alpha / beta): 6.425 / 6.425 eV



> Which formula does entry 2 have?

C25H23N10O7PS5Ti